Density functional theory data (the ωB97M-V functional and the def2-TZVPD basis) for the molecule C5H7ClO at a distorted geometry.

Structure (XYZ):
```
14
Properties=species:S:1:pos:R:3:nbo_charge:R:1
C 0.52 0.93 0.30 0.0850
C 0.61 1.57 -1.11 -0.4564
C -0.06 0.54 -1.95 -0.1545
C -0.63 -0.44 -1.23 -0.2140
C -0.71 0.04 0.23 -0.2118
H 1.55 -0.58 1.07 0.4847
H 0.34 1.61 1.11 0.1662
H 0.09 2.55 -1.19 0.2132
H 1.67 1.72 -1.32 0.2379
H -0.05 0.76 -3.02 0.2139
H -1.11 -1.26 -1.68 0.2191
H -1.63 0.56 0.35 0.2198
O 1.66 0.16 0.38 -0.7171
Cl -0.74 -1.33 1.42 -0.0859
```

Total energy in eV: -19867.4771
SMILES: O[C@H]1CC=C[C@H]1Cl
ΔE to the lowest compared entry with this formula, charge and spin in eV: 0.475
Strongest force on any atom in eV/Å: 3.04
Gap between HOMO and LUMO in eV: 10.5